Density functional theory data (ωB97M-V with the def2-TZVPD basis set) for a cluster of 2 separate species, C5H12I2OSi in total.

Atoms and positions in Å:
I 0.1335 -2.4371 -1.8241
I -0.1206 2.6526 -0.6176
Si 1.2269 -0.3814 -2.8225
O 2.7630 -0.4353 -2.2866
C -0.0649 1.7860 1.4435
C -1.3862 0.9757 1.6420
C -2.7969 -0.3221 -0.0138
C 3.5170 -1.2130 -1.3581
C -1.3654 -0.2329 0.6829
H 3.3657 -0.8752 -0.3188
H -0.4854 -0.1079 0.1173
H 4.5478 -1.1155 -1.7263
H 0.9063 1.2454 1.5583
H 3.3427 -2.3574 -1.4009
H 0.0302 2.6945 2.1943
H -2.2564 1.6121 1.4493
H -2.6425 -1.1210 -0.8369
H -3.3936 -0.5091 0.7900
H -1.3730 0.6967 2.7104
H -1.0270 -1.1015 1.3236
H -2.9211 0.5464 -0.7061

## Properties
- Relative energy (zero: lowest compared OMol25 entry of this formula, charge and spin): 77.3 kJ/mol
- Maximum force: 0.1340 hartree/bohr
- Frontier orbital gap: 8.596 eV

Results of the natural (NBO) charge analysis, in e, for atoms 1 through 2:
1. I -0.42
2. I 0.02